# 1
Entry from the OMol25 dataset: a cluster of 4 separate species, C2H10O3 in total in a non-equilibrium geometry (ωB97M-V with the def2-TZVPD basis set).

Geometry as XYZ:
```
15
Properties=species:S:1:pos:R:3:nbo_charge:R:1
C 1.41 -0.79 -1.71 -0.4075
C 2.17 0.22 -1.47 -0.3945
H 1.24 -1.65 -1.11 0.1848
H 0.61 -1.03 -2.56 0.1963
H 2.82 0.62 -0.78 0.2170
H 2.30 1.24 -2.05 0.1998
O -2.12 0.95 1.83 -0.9522
H -2.80 0.51 1.44 0.4738
H -1.31 0.45 1.87 0.4791
O 0.55 2.24 -0.19 -0.9375
H -0.29 2.79 -0.11 0.4735
H 0.20 1.44 0.26 0.4669
O -1.59 -2.00 1.46 -0.9470
H -1.45 -2.30 2.28 0.4694
H -1.75 -2.68 0.84 0.4780
```

Kohn-Sham gap   0.3896 hartree
LUMO   0.451 eV
Calculated total energy   -307.808728 Eh
Net charge   0
Structure (SMILES)   C=C.O.O.O
Relative energy (zero: lowest compared OMol25 entry of this formula, charge and spin)   255.71 kJ/mol

=====

# 2
Entry from the OMol25 dataset: a structure of composition BrH2OZn2 in a non-equilibrium geometry (ωB97M-V with the def2-TZVPD basis set).

Geometry as XYZ:
```
6
Properties=species:S:1:pos:R:3:nbo_charge:R:1
Zn 1.05 0.18 0.98 1.7580
Zn -2.73 3.24 1.08 1.7014
Br -1.32 0.94 0.25 -0.5302
O 1.10 -1.21 -0.48 -1.0525
H 0.24 -1.31 -0.88 0.5387
H 1.66 -1.84 -0.94 0.5846
```

Kohn-Sham gap   0.2566 hartree
LUMO   -17.625 eV
Calculated total energy   -6207.745433 Eh
Net charge   +3
Relative energy (zero: lowest compared OMol25 entry of this formula, charge and spin)   53.45 kJ/mol

=====

# 3
Entry from the OMol25 dataset: a structure of composition C47H52MnN6O7S in a non-equilibrium geometry (ωB97M-V with the def2-TZVPD basis set).

Geometry as XYZ:
```
114
Properties=species:S:1:pos:R:3:lowdin_spin:R:1
Mn 1.13 0.58 -0.42 0.9855
C -3.24 2.39 2.76 0.0000
O -3.26 1.67 1.52 0.0000
C -2.08 0.99 1.47 -0.0002
N -1.30 1.04 2.47 -0.0008
C -1.96 1.92 3.47 -0.0001
C -1.17 3.08 4.04 0.0000
C -0.18 3.74 3.31 0.0001
C 0.37 4.89 3.90 0.0000
C 0.01 5.31 5.17 0.0000
C -0.95 4.62 5.90 0.0000
C -1.53 3.50 5.32 0.0000
C -2.01 0.03 0.33 -0.0022
C -3.23 -0.58 0.02 0.0009
C -3.30 -1.62 -0.87 -0.0029
C -2.11 -2.02 -1.48 0.0006
C -0.96 -1.34 -1.16 -0.0029
N -0.87 -0.32 -0.26 0.0003
C 0.29 -1.66 -1.87 0.0025
N 1.34 -0.98 -1.72 -0.0008
C 2.36 -1.50 -2.64 0.0007
C 1.69 -2.79 -3.16 -0.0001
O 0.30 -2.67 -2.75 0.0015
C 3.70 -1.77 -2.02 0.0002
C 3.82 -2.19 -0.70 0.0002
C 5.07 -2.50 -0.18 0.0001
C 6.20 -2.41 -0.97 0.0000
C 6.08 -2.00 -2.29 0.0001
C 4.84 -1.68 -2.81 0.0000
H -4.15 2.16 3.30 0.0000
H -3.19 3.46 2.53 0.0000
H -2.20 1.25 4.31 0.0000
H -0.27 3.75 2.23 0.0001
H 1.13 5.44 3.36 0.0000
H 0.47 6.20 5.58 0.0000
H -1.25 4.95 6.89 0.0000
H -2.28 2.94 5.86 0.0000
H -4.12 -0.22 0.52 0.0001
H -4.23 -2.11 -1.09 -0.0002
H -2.07 -2.83 -2.19 0.0001
H 2.47 -0.77 -3.44 -0.0001
H 2.10 -3.68 -2.69 0.0000
H 1.71 -2.89 -4.24 0.0000
H 2.94 -2.25 -0.07 0.0001
H 5.15 -2.82 0.85 0.0000
H 7.17 -2.65 -0.56 0.0000
H 6.96 -1.92 -2.92 0.0000
H 4.75 -1.35 -3.84 0.0000
C 1.95 -0.43 3.63 -0.0004
C 2.22 0.21 2.29 0.0004
C 3.70 0.33 1.97 0.0002
O 1.60 -0.61 1.24 0.0013
C 1.55 1.60 2.19 0.0011
O 1.49 2.26 3.23 -0.0002
O 1.08 1.93 1.05 0.0098
H 2.33 -1.46 3.63 0.0000
H 0.88 -0.43 3.85 0.0000
H 2.45 0.14 4.41 -0.0001
H 4.18 -0.64 2.08 0.0000
H 4.15 1.02 2.68 0.0000
H 3.85 0.70 0.96 0.0001
H 0.73 -0.84 1.60 0.0003
C -1.35 7.23 -0.73 0.0000
C -0.10 6.39 -0.82 0.0000
C 0.60 6.10 0.35 0.0000
C 1.72 5.28 0.31 0.0000
C 2.16 4.76 -0.89 0.0000
C 1.47 5.05 -2.06 0.0000
N 1.87 4.55 -3.32 -0.0001
C 3.01 3.80 -3.59 -0.0006
C 3.87 4.25 -4.60 0.0001
C 5.01 3.54 -4.95 -0.0007
C 5.33 2.37 -4.28 0.0001
C 4.49 1.91 -3.29 -0.0006
C 3.32 2.58 -2.95 -0.0004
C 2.42 1.87 -1.99 -0.0010
O 1.20 1.66 -2.24 0.0049
O 2.91 1.38 -0.94 -0.0025
C 0.33 5.87 -2.03 0.0000
C -0.40 6.15 -3.31 0.0000
H -1.54 7.51 0.31 0.0000
H -2.22 6.68 -1.09 0.0000
H -1.27 8.15 -1.31 0.0000
H 0.25 6.50 1.29 0.0000
H 2.25 5.05 1.22 0.0000
H 3.04 4.12 -0.90 0.0000
H 1.62 5.16 -4.09 0.0000
H 3.64 5.18 -5.09 0.0000
H 5.65 3.92 -5.74 0.0000
H 6.23 1.82 -4.53 0.0000
H 4.72 1.01 -2.74 0.0000
H -0.68 5.22 -3.81 0.0000
H 0.20 6.73 -4.02 0.0000
H -1.31 6.72 -3.14 0.0000
C -5.04 4.82 -2.17 0.0000
C -5.07 3.30 -2.04 0.0001
N -3.92 2.77 -1.32 0.0008
C -2.64 2.83 -1.81 0.0013
S -1.35 3.09 -0.79 0.0023
N -2.53 2.62 -3.15 0.0007
C -1.26 2.46 -3.85 0.0001
C -1.10 1.06 -4.40 0.0000
H -5.91 5.18 -2.71 0.0000
H -4.14 5.13 -2.70 0.0000
H -5.03 5.28 -1.18 0.0000
H -5.14 2.84 -3.02 0.0000
H -5.96 2.97 -1.49 0.0000
H -3.91 2.95 -0.33 0.0000
H -3.35 2.28 -3.62 0.0000
H -0.47 2.68 -3.14 0.0000
H -1.21 3.20 -4.66 0.0000
H -1.08 0.34 -3.58 0.0000
H -0.16 0.98 -4.94 0.0000
H -1.91 0.78 -5.08 0.0000
```

⟨S²⟩   0.8088
Kohn-Sham gap (spin up / spin down)   0.2408 / 0.2394 hartree
LUMO (spin up / spin down)   -0.491 / -0.491 eV
2S+1   2
Calculated total energy   -4226.700217 Eh
Net charge   0
Relative energy (zero: lowest compared OMol25 entry of this formula, charge and spin)   83.50 kJ/mol

=====

Look up the calculated total energy of the second one. -6207.745433 Eh